[1]
13
Properties=species:S:1:pos:R:3 method="wB97M-V/def2-TZVPD" mol_weight_da=121.2 homo_lumo_gap_ev=8.422 homo_energy_ev=-8.7 relative_energy_kcal_mol=167.5 energy_ha=-969.3705
C -1.9735 -0.3773 0.1391
C 0.8125 -1.0066 0.0750
C 0.8559 0.3837 0.4958
H -3.0306 -1.3591 0.8079
H -2.6506 0.3528 -0.8854
H -1.4796 0.2891 1.2069
H -0.1425 0.8133 0.8127
H 1.5353 0.7941 1.2888
H 0.9604 0.7945 -1.8209
H 2.5331 1.3418 -0.8430
N 1.2677 1.3141 -0.6912
S -0.8519 -1.5632 -0.5240
S 2.1637 -1.7772 -0.0619

[2]
108
Properties=species:S:1:pos:R:3 method="wB97M-V/def2-TZVPD" mol_weight_da=1596.7 homo_lumo_gap_ev=4.368 homo_energy_ev=-2.8 charge=-1 energy_ha=-16790.1452
C -0.4698 -1.2164 -0.2214
C -0.3917 -1.0704 -1.4197
C -0.3919 -0.7952 -2.9599
C 1.0343 -0.2737 -3.3206
C 1.0659 0.7380 -4.4997
C 1.7349 2.1007 -4.1628
C 1.3456 2.7297 -2.8145
S -0.3814 3.2846 -2.6911
O -0.3370 4.7107 -2.4616
O -1.1571 3.0198 -3.8584
Cl -1.1737 2.4763 -0.9651
O -1.3479 0.2781 -3.1516
C -2.5355 -0.1152 -3.8112
C -3.6897 0.7775 -3.2440
H -0.2084 -1.4378 0.7898
H 1.6070 -1.1711 -3.6226
H 1.5604 0.1188 -2.4483
H 0.0887 0.8892 -4.9777
H 1.6907 0.2803 -5.2886
H 1.5808 2.7925 -5.0030
H 2.8234 1.9181 -4.1136
H 1.6020 2.1124 -1.9445
H 1.9379 3.6506 -2.6998
H -2.4576 0.0637 -4.9022
H -2.7104 -1.1692 -3.5803
H -4.4451 1.0196 -4.0029
H -3.2361 1.7047 -2.8698
H -4.1069 0.2817 -2.3646
C -4.1413 -1.9362 0.3664
Cl -5.8142 -1.5155 -0.0713
Cl -2.9802 -1.5018 -0.8969
H -3.8778 -1.4043 1.2753
H -4.0923 -3.0016 0.5341
C 3.7016 -1.5359 -0.2740
Cl 2.0359 -1.1447 -0.7682
Cl 4.8898 -1.0233 -1.4993
H 3.9201 -1.0218 0.6581
H 3.7919 -2.6060 -0.1346
C 1.0753 -3.6567 3.2362
Cl -0.5918 -3.2701 2.7809
Cl 2.2507 -3.1455 2.0133
H 1.3067 -3.1518 4.1675
H 1.1551 -4.7310 3.3661
C 5.0913 4.8571 -1.9407
Cl 4.2679 6.1702 -1.0877
Cl 4.7408 3.2896 -1.2130
H 4.7569 4.8469 -2.9724
H 6.1616 5.0292 -1.8992
C -6.7857 -4.9628 -1.2182
Cl -5.2638 -5.1009 -0.3137
Cl -7.9905 -6.1181 -0.6179
H -7.1726 -3.9611 -1.1008
H -6.5940 -5.1692 -2.2592
C -6.7548 -2.3177 -4.1329
Cl -5.2498 -2.4167 -3.2349
Cl -7.9437 -3.4792 -3.5094
H -7.1499 -1.3118 -4.0376
H -6.5684 -2.5447 -5.1768
C -2.2855 -6.7575 2.0689
Cl -3.5705 -7.9712 2.1667
Cl -2.8000 -5.3396 1.1521
H -2.0193 -6.4519 3.0831
H -1.4241 -7.1976 1.5771
C 0.2211 -4.7647 -4.1377
Cl -0.2830 -3.1331 -3.5404
Cl 0.6058 -4.7316 -5.8760
H 1.1072 -5.0845 -3.5943
H -0.5854 -5.4770 -3.9764
C -1.6878 4.8053 1.9874
Cl -3.3602 4.7960 2.5631
Cl -0.5550 5.1578 3.3089
H -1.4511 3.8308 1.5747
H -1.5744 5.5756 1.2230
C -1.8884 -9.0268 5.4302
Cl -0.8687 -10.4143 5.0374
Cl -1.2469 -7.5336 4.7320
H -2.8820 -9.1962 5.0297
H -1.9333 -8.9181 6.5081
C -2.6239 7.9847 4.9162
Cl -4.3583 8.0375 4.5808
Cl -1.8890 9.5850 4.7468
H -2.4746 7.6280 5.9285
H -2.1516 7.3074 4.2120
C 8.2284 1.6096 -0.1395
Cl 6.7912 1.1217 0.7591
Cl 8.1732 3.3271 -0.5608
H 9.1041 1.4275 0.4738
H 8.2871 1.0270 -1.0526
C -0.0861 8.2201 1.3786
Cl -1.6880 8.8037 1.8505
Cl -0.1950 6.9227 0.1861
H 0.4743 9.0453 0.9534
H 0.4222 7.8401 2.2590
C 2.9305 -6.6486 -0.3937
Cl 1.4858 -7.1025 0.5256
Cl 2.9207 -4.9359 -0.8106
H 3.8065 -6.8577 0.2101
H 2.9612 -7.2320 -1.3072
C -1.4560 4.3256 6.7548
Cl -2.2625 5.6900 7.5442
Cl -1.0979 3.0332 7.9060
H -2.1064 3.9361 5.9796
H -0.5271 4.6736 6.3184
C 9.1924 3.8309 3.4834
Cl 10.2408 2.4539 3.1184
Cl 9.8532 5.3334 2.8287
H 8.2161 3.6549 3.0441
H 9.1040 3.9269 4.5595

[3]
15
Properties=species:S:1:pos:R:3 method="wB97M-V/def2-TZVPD" mol_weight_da=120.2 homo_lumo_gap_ev=9.522 homo_energy_ev=-8.8 relative_energy_kcal_mol=66.1 energy_ha=-701.9721
C 1.1005 1.7109 -0.2168
C -0.3606 -0.2492 -0.1135
C -0.6006 -1.7195 -0.3595
H 0.3495 2.1973 -0.8305
H 2.0830 1.9627 -0.5910
H 0.9741 1.9997 0.8035
H 2.1172 -0.4708 1.5892
H -1.5884 -1.8484 -0.8395
H 0.1703 -2.1378 -0.9551
H -0.5532 -2.2717 0.5838
H -3.1097 0.6969 0.5196
N 0.9315 0.2603 -0.3273
N -1.2460 0.5789 0.2130
O -2.5138 -0.0321 0.2941
S 2.2462 -0.6773 0.2298

[4]
7
Properties=species:S:1:pos:R:3 method="wB97M-V/def2-TZVPD" mol_weight_da=98.1 homo_lumo_gap_ev=8.244 homo_energy_ev=-9.2 relative_energy_kcal_mol=53.6 energy_ha=-891.7978
O -1.1369 -0.0370 -0.2830
O 0.1724 2.1333 -0.2905
P 0.0742 0.7825 0.5637
S 1.8546 -0.1892 -0.0986
H -1.4060 -0.9410 0.0317
H 0.5834 2.0308 -1.1808
H 1.3975 -0.8874 1.5608